1.
A molecular structure, C4H6F36Na5O3P6. Source: OMol25; level of theory: ωB97M-V with the def2-TZVPD basis set.

Properties
* net charge: -1
* HOMO-LUMO gap: 6.780 eV
* relative energy (zero: lowest compared OMol25 entry of this formula, charge and spin): 598.8 kJ/mol
* E_tot: -186076.0403 eV
* E_LUMO: -2.30 eV
* HOMO: -9.082 eV

Atoms and positions in Å:
Na 0.417 1.452 4.380
Na -2.666 -0.091 0.499
Na 3.629 -0.141 -2.789
Na 2.491 4.301 0.973
Na 2.015 -2.233 0.994
P 0.961 -3.335 -2.259
F -0.386 -2.461 -1.844
F 0.771 -3.141 -3.811
F 1.979 -1.973 -2.092
F 2.355 -4.209 -2.599
F 1.075 -3.672 -0.653
F 0.000 -4.629 -2.578
P 0.649 0.823 0.354
F 1.996 0.095 0.875
F 1.345 0.682 -1.044
F -0.067 -0.686 0.317
F -0.780 1.449 -0.109
F 0.220 0.904 1.930
F 1.332 2.330 0.560
P 5.243 -2.048 -0.352
F 5.327 -1.236 -1.760
F 3.888 -2.785 -0.859
F 6.221 -3.198 -0.999
F 5.232 -2.908 1.015
F 6.632 -1.384 0.300
F 4.553 -0.817 0.458
P -1.823 -3.260 1.866
F -2.010 -3.806 3.383
F -1.681 -4.766 1.191
F -3.432 -3.154 1.586
F -1.657 -2.640 0.390
F -1.981 -1.684 2.309
F -0.139 -3.247 2.020
P 1.967 -1.970 4.835
F 0.966 -3.247 4.825
F 1.162 -1.410 3.462
F 0.802 -1.306 5.818
F 2.937 -0.700 4.713
F 2.788 -2.596 6.165
F 3.128 -2.752 3.969
P -4.382 3.040 0.784
F -4.465 1.910 -0.393
F -5.858 2.615 1.457
F -3.717 1.909 1.747
F -4.227 3.995 2.056
F -2.812 3.360 0.270
F -5.118 4.123 -0.227
C -0.507 2.435 -2.986
C -1.809 3.206 -2.738
C -1.945 4.704 -3.248
O -3.102 4.636 -3.994
C -3.738 3.428 -3.755
O -4.871 3.047 -3.981
O -2.920 2.545 -3.242
H -0.405 2.302 -4.063
H -0.796 1.471 -2.569
H 0.338 2.975 -2.560
H -1.955 3.271 -1.660
H -1.103 5.019 -3.866
H -2.067 5.459 -2.472

2.
4 unconnected molecules or ions with the total composition C14H20N4O2. Source: OMol25; level of theory: ωB97M-V with the def2-TZVPD basis set.

Properties
* HOMO-LUMO gap: 10.430 eV
* relative energy (zero: lowest compared OMol25 entry of this formula, charge and spin): 67.6 kJ/mol
* E_tot: -24898.2661 eV
* E_LUMO: 0.59 eV
* SMILES string: c1ccncc1.c1ccncc1.CC(N)=O.CC(N)=O
* HOMO: -9.837 eV

Atoms and positions in Å:
C -0.500 -1.491 -0.652
C 0.786 -1.102 -0.362
C 1.037 0.237 -0.097
N 0.092 1.166 -0.040
C -1.140 0.784 -0.329
C -1.493 -0.530 -0.619
H -0.749 -2.511 -0.918
H 1.639 -1.769 -0.386
H 2.045 0.556 0.147
H -1.924 1.534 -0.281
H -2.519 -0.720 -0.908
C 1.108 -4.756 -2.518
C -0.273 -4.868 -2.600
C -0.856 -6.093 -2.341
N -0.161 -7.192 -2.086
C 1.171 -7.078 -2.060
C 1.854 -5.887 -2.245
H 1.570 -3.783 -2.640
H -0.870 -3.993 -2.819
H -1.934 -6.213 -2.321
H 1.711 -7.990 -1.824
H 2.931 -5.874 -2.161
C 4.135 2.895 2.310
C 4.906 4.168 2.082
N 4.613 5.191 2.932
O 5.741 4.283 1.208
H 4.584 2.299 3.108
H 4.049 2.323 1.394
H 3.129 3.119 2.682
H 5.062 6.073 2.749
H 3.967 5.130 3.696
C -4.848 2.541 0.442
C -5.149 3.696 1.373
N -4.496 4.867 1.124
O -5.915 3.572 2.308
H -4.044 2.774 -0.250
H -5.779 2.318 -0.083
H -4.675 1.665 1.063
H -4.762 5.658 1.685
H -4.044 4.998 0.238

3.
A molecular structure, C26H21ClN3O2Tl. Source: OMol25; level of theory: ωB97M-V with the def2-TZVPD basis set.

Properties
* net charge: -2
* HOMO-LUMO gap: 4.739 eV
* relative energy (zero: lowest compared OMol25 entry of this formula, charge and spin): 0.0 kJ/mol
* E_tot: -53084.5097 eV
* E_LUMO: 4.45 eV
* HOMO: -0.287 eV

Atoms and positions in Å:
Tl -0.515 -0.190 0.273
O -1.961 -1.710 1.599
C -2.088 -2.214 2.760
C -3.344 -2.750 3.188
C -3.521 -3.330 4.420
C -2.462 -3.425 5.332
C -1.237 -2.911 4.953
C -1.015 -2.306 3.709
C 0.328 -1.801 3.480
N 0.777 -1.147 2.471
N 2.129 -0.828 2.609
C 2.531 0.012 1.683
O 1.866 0.563 0.761
C 4.002 0.363 1.762
C 4.502 1.322 0.887
C 5.843 1.681 0.916
C 6.706 1.079 1.822
C 6.213 0.117 2.698
C 4.873 -0.237 2.669
H -4.162 -2.678 2.480
H -4.498 -3.722 4.690
H -2.598 -3.884 6.304
H -0.398 -2.967 5.643
H 1.042 -1.997 4.288
H 3.806 1.774 0.189
H 6.217 2.431 0.229
H 7.754 1.354 1.846
H 6.880 -0.360 3.408
H 4.469 -0.980 3.344
C 1.104 1.831 -2.471
C 1.990 0.771 -2.491
C 1.590 -0.404 -3.106
N 0.386 -0.596 -3.655
C -0.456 0.444 -3.619
C -0.136 1.676 -3.056
H 1.364 2.759 -1.975
H 2.955 0.825 -2.001
H 2.260 -1.257 -3.124
H -1.437 0.282 -4.050
H -0.880 2.461 -3.024
Cl -3.138 4.096 -4.385
C -3.490 2.398 -4.034
C -3.715 1.561 -5.104
C -3.993 0.209 -4.915
C -4.030 -0.253 -3.587
C -3.790 0.575 -2.524
C -3.489 1.985 -2.658
C -3.197 2.786 -1.582
H -3.669 1.978 -6.103
H -4.160 -0.451 -5.756
H -4.231 -1.302 -3.393
H -3.803 0.168 -1.518
H -3.191 2.358 -0.588
H -2.983 3.839 -1.695

4.
A molecular structure, C45H35BaN9S2. Source: OMol25; level of theory: ωB97M-V with the def2-TZVPD basis set.

Properties
* net charge: -2
* HOMO-LUMO gap: 4.614 eV
* relative energy (zero: lowest compared OMol25 entry of this formula, charge and spin): 0.0 kJ/mol
* E_tot: -83014.1968 eV
* E_LUMO: 3.99 eV
* HOMO: -0.627 eV

Atoms and positions in Å:
Ba 0.824 0.050 -1.103
C 0.025 -4.879 -0.624
C -1.343 -5.150 -0.657
C -2.204 -4.192 -1.133
C -1.710 -2.947 -1.579
N -0.401 -2.673 -1.480
C 0.431 -3.629 -1.035
N -2.653 -2.100 -2.130
C -2.480 -0.880 -2.567
N -1.445 -0.014 -2.495
C -1.834 1.167 -3.142
N -1.245 2.265 -3.383
C 0.085 2.674 -3.187
C 0.298 4.052 -3.273
C 1.574 4.562 -3.177
C 2.643 3.683 -3.071
C 2.361 2.337 -3.014
N 1.117 1.825 -3.065
C -3.253 1.030 -3.597
C -4.110 1.911 -4.225
C -5.393 1.460 -4.523
C -5.789 0.161 -4.198
C -4.911 -0.711 -3.557
C -3.647 -0.241 -3.260
H 0.745 -5.614 -0.288
H -1.722 -6.106 -0.317
H -3.272 -4.358 -1.190
H 1.483 -3.353 -1.011
H -0.573 4.689 -3.345
H 1.736 5.633 -3.170
H 3.662 4.030 -2.972
H 3.166 1.614 -2.911
H -3.782 2.918 -4.459
H -6.101 2.125 -5.006
H -6.791 -0.168 -4.447
H -5.200 -1.721 -3.292
N -2.524 -1.224 0.858
C -2.937 -0.728 2.064
C -4.083 -1.144 2.709
C -4.439 -0.606 3.966
C -3.686 0.361 4.568
C -2.524 0.843 3.909
C -1.733 1.907 4.402
C -0.674 2.357 3.674
C -0.359 1.730 2.446
N -1.046 0.713 1.978
C -2.130 0.288 2.677
H -3.186 -1.679 0.252
H -1.768 -0.734 0.407
H -4.712 -1.891 2.238
H -5.341 -0.962 4.451
H -3.976 0.785 5.523
H -2.007 2.374 5.344
H -0.079 3.201 4.000
H 0.471 2.097 1.836
C 1.642 -1.744 2.332
N 2.005 -1.574 0.925
C 3.201 -1.877 0.572
C 3.738 -1.712 -0.756
C 5.031 -2.066 -1.163
C 5.133 -1.697 -2.511
C 3.891 -1.134 -2.841
N 3.041 -1.136 -1.796
C 2.195 -2.961 3.049
C 2.639 -2.860 4.363
C 3.106 -3.975 5.053
C 3.142 -5.214 4.428
C 2.699 -5.328 3.114
C 2.228 -4.213 2.435
H 0.556 -1.781 2.387
H 1.934 -0.848 2.884
H 3.907 -2.301 1.295
H 5.787 -2.526 -0.539
H 5.988 -1.808 -3.162
H 3.586 -0.726 -3.799
H 2.621 -1.890 4.850
H 3.445 -3.872 6.078
H 3.517 -6.083 4.956
H 2.725 -6.291 2.615
H 1.877 -4.304 1.414
S -0.662 2.932 -0.152
C 0.524 4.209 0.064
C 0.080 5.547 -0.001
C 0.924 6.642 0.139
C 2.280 6.423 0.357
C 2.747 5.115 0.424
C 1.918 3.987 0.278
S 2.675 2.394 0.332
H -0.980 5.701 -0.175
H 0.530 7.652 0.071
H 2.967 7.256 0.469
H 3.803 4.928 0.590

5.
A molecular structure, C36H96N4O20. Source: OMol25; level of theory: ωB97M-V with the def2-TZVPD basis set.

Properties
* HOMO-LUMO gap: 8.410 eV
* relative energy (zero: lowest compared OMol25 entry of this formula, charge and spin): 2782.4 kJ/mol
* E_tot: -85762.0534 eV
* E_LUMO: 0.33 eV
* HOMO: -8.084 eV

Atoms and positions in Å:
C -2.379 12.609 10.768
O -1.754 12.102 12.008
C -1.142 13.152 12.744
C -0.240 12.633 13.873
N -0.752 11.420 14.536
C 0.176 10.907 15.521
C 1.344 10.044 14.968
O 2.363 10.943 14.663
C 3.547 10.332 14.190
H -2.837 13.570 11.001
H -3.053 11.832 10.406
H -1.576 12.819 10.061
H -1.906 13.774 13.211
H -0.576 13.826 12.102
H -0.097 13.501 14.517
H 0.752 12.401 13.485
H -0.826 10.739 13.793
H -0.293 10.256 16.259
H 0.624 11.653 16.178
H 1.084 9.425 14.109
H 1.616 9.318 15.734
H 4.362 10.995 13.902
H 3.314 9.797 13.270
H 4.021 9.662 14.907
C 9.909 12.624 11.723
O 11.334 12.695 11.909
C 11.642 13.348 13.154
C 11.808 12.271 14.288
N 10.575 12.090 15.119
C 10.824 11.253 16.288
C 9.685 11.227 17.311
O 9.727 10.003 18.126
C 8.688 10.020 19.077
H 9.509 12.080 12.578
H 9.686 12.089 10.800
H 9.424 13.591 11.593
H 10.817 14.044 13.306
H 12.595 13.860 13.022
H 12.621 12.547 14.960
H 12.174 11.323 13.895
H 10.221 12.970 15.465
H 11.736 11.555 16.804
H 10.998 10.267 15.857
H 8.678 11.229 16.894
H 9.802 12.108 17.943
H 8.547 10.951 19.625
H 8.757 9.160 19.744
H 7.775 9.878 18.498
C 8.000 10.306 12.543
O 7.073 10.938 11.734
C 5.862 10.258 11.664
C 5.263 10.771 10.306
N 5.982 10.294 9.154
C 5.188 10.507 7.940
C 5.999 10.358 6.648
O 6.719 11.544 6.492
C 7.215 11.678 5.192
H 8.954 10.831 12.489
H 8.125 9.256 12.277
H 7.759 10.285 13.606
H 5.302 10.555 12.551
H 6.032 9.186 11.557
H 5.320 11.853 10.424
H 4.213 10.478 10.286
H 6.792 10.869 8.969
H 4.958 11.567 7.836
H 4.342 9.830 7.817
H 5.247 10.199 5.875
H 6.608 9.461 6.764
H 6.510 11.564 4.368
H 8.050 11.008 4.986
H 7.591 12.691 5.042
C 6.161 9.031 18.096
O 5.375 7.968 18.610
C 5.126 6.941 17.601
C 6.326 5.995 17.491
N 6.678 5.352 18.766
C 7.661 4.291 18.608
C 7.881 3.405 19.870
O 6.676 2.625 20.075
C 6.831 1.749 21.186
H 6.052 9.839 18.819
H 5.741 9.482 17.197
H 7.122 8.690 17.710
H 4.875 7.379 16.635
H 4.300 6.316 17.942
H 7.135 6.572 17.043
H 5.922 5.295 16.760
H 5.882 4.825 19.097
H 8.611 4.763 18.358
H 7.294 3.633 17.820
H 8.037 4.065 20.723
H 8.731 2.741 19.707
H 5.858 1.482 21.598
H 7.391 2.253 21.974
H 7.322 0.831 20.863
C 6.402 13.965 17.370
C 6.479 12.482 17.637
O 5.814 12.071 18.869
O 7.203 14.711 18.303
H 5.363 14.276 17.474
H 6.655 14.192 16.334
H 7.505 12.116 17.639
H 5.919 11.915 16.893
H 4.878 12.077 18.656
H 6.820 14.781 19.180
C 5.742 12.825 12.464
C 7.075 13.243 13.227
O 6.887 13.224 14.632
O 4.797 13.915 12.529
H 5.279 11.920 12.856
H 5.992 12.492 11.457
H 7.315 14.267 12.940
H 7.860 12.541 12.945
H 5.964 13.422 14.808
H 4.030 13.607 12.040
C 3.039 10.170 17.242
C 4.255 10.846 17.926
O 3.826 12.158 18.335
O 1.896 10.037 18.135
H 3.405 9.187 16.946
H 2.838 10.700 16.311
H 5.108 10.860 17.247
H 4.532 10.245 18.792
H 3.378 12.133 19.184
H 1.542 10.903 18.347
C 6.147 7.138 14.988
C 6.255 6.926 13.437
O 6.441 8.164 12.810
O 7.424 7.036 15.595
H 5.562 6.344 15.453
H 5.727 8.109 15.249
H 5.260 6.546 13.205
H 7.032 6.218 13.151
H 6.605 8.023 11.875
H 7.672 7.924 15.861
C 6.423 9.967 15.866
C 5.977 10.505 14.470
O 5.180 9.573 13.801
O 7.550 9.157 15.717
H 5.553 9.443 16.262
H 6.638 10.821 16.509
H 6.881 10.791 13.934
H 5.449 11.458 14.525
H 5.731 8.865 13.460
H 8.270 9.699 15.386
C 9.814 9.883 13.667
C 9.382 8.401 13.681
O 10.057 7.535 14.543
O 8.916 10.675 14.502
H 9.915 10.094 12.603
H 10.818 10.061 14.053
H 9.540 8.098 12.646
H 8.318 8.286 13.888
H 9.954 7.938 15.408
H 9.451 11.426 14.771

6.
2 unconnected molecules or ions with the total composition C6H17N3. Source: OMol25; level of theory: ωB97M-V with the def2-TZVPD basis set.

Properties
* net charge: +2
* expectation value of S²: 2.01
* HOMO-LUMO gap (spin up / spin down): 6.760 / 5.690 eV
* relative energy (zero: lowest compared OMol25 entry of this formula, charge and spin): 137.5 kJ/mol
* E_tot: -10946.1819 eV
* E_LUMO (spin up / spin down): -5.99 / -9.91 eV
* spin multiplicity: 3
* HOMO (spin up / spin down): -12.746 / -15.602 eV

Atoms and positions in Å:
C 2.458 -0.723 -0.546
C 4.706 1.457 1.111
C 3.234 0.670 -0.666
C 2.387 1.711 -1.426
C 2.381 1.041 1.607
C 3.320 -2.696 0.394
N 3.518 1.177 0.691
N 2.817 -1.564 0.655
N -9.318 -1.432 -0.261
H 1.375 -0.282 -0.385
H 2.719 -1.182 -1.532
H 5.581 1.236 0.454
H 4.782 1.815 2.151
H 4.279 0.572 -0.958
H 1.370 1.723 -1.112
H 2.376 1.550 -2.460
H 2.708 2.671 -1.237
H 1.615 1.503 1.128
H 2.242 -0.048 1.826
H 2.609 1.638 2.536
H -8.425 -1.562 0.127
H 3.560 -3.340 1.207
H 3.412 -3.148 -0.535
H -9.792 -2.329 -0.152
H -9.186 -1.150 -1.277
H -9.603 -0.592 0.278

What is the relative energy (zero: lowest compared OMol25 entry of this formula, charge and spin) in the first record?
598.8 kJ/mol